[1]
The following is a DFT calculation (ωB97M-V with the def2-TZVPD basis set) of 5 unconnected molecules or ions with the total composition C28H55BFIN4O2P.

Output
Total charge: +1
Frontier orbital gap: 9.61 eV
E_tot: -60763.8524 eV
Max |F|: 0.0061 hartree/bohr

Geometry as XYZ:
```
93
Properties=species:S:1:pos:R:3:forces:R:3:lowdin_charge:R:1
C -0.066262 -6.844571 2.680537 0.0 0.0 0.0 -0.04
C 0.497504 -5.447217 2.910853 0.0 0.0 0.0 -0.17
O -0.352741 -4.421856 2.326871 0.1 0.1 0.0 0.03
B -0.245826 -4.091990 1.037058 0.1 0.0 0.0 -0.74
O 0.596040 -4.718609 0.173453 -0.2 0.1 -0.2 0.18
P -1.372853 -2.574238 0.487178 -0.1 -0.1 0.0 1.13
C -0.352581 -1.218125 -0.150611 0.1 0.1 0.0 -0.31
C 1.139186 -1.346506 0.180091 -0.1 0.1 0.0 -0.36
C 1.885934 -0.051746 -0.107732 0.1 -0.1 0.0 -0.63
I 1.525696 1.400665 1.413121 -0.1 0.1 0.0 0.81
C -2.472680 -3.141509 -0.833189 -0.1 0.0 0.1 -0.25
C -3.495807 -4.214055 -0.407264 0.0 -0.1 0.0 -0.44
C -4.720835 -4.156217 -1.323066 0.0 0.0 -0.1 -0.06
C -2.870164 -5.610295 -0.400213 0.0 0.1 0.0 -0.05
C -2.194317 -1.973725 1.997847 -0.1 0.0 0.1 -0.19
C -3.569488 -1.298476 1.855229 0.1 0.1 0.0 -0.36
C -4.779604 -2.160048 2.196555 0.0 -0.1 -0.1 -0.02
F -3.678166 -0.819572 0.531875 0.0 0.0 0.2 -0.05
H -1.083041 -6.782893 2.292497 0.0 0.0 0.1 0.08
H 0.531800 -7.410179 1.968528 0.0 0.0 0.0 0.08
H -0.099518 -7.405102 3.613119 0.0 0.0 0.0 0.08
H 0.548112 -5.195820 3.966923 -0.1 0.0 0.0 0.13
H 1.494132 -5.340443 2.483605 0.0 0.0 0.0 0.12
H 0.546822 -4.443909 -0.752219 0.1 -0.1 0.3 0.12
H -0.748189 -0.308491 0.311533 0.0 0.0 -0.1 0.07
H -0.513216 -1.111712 -1.224762 0.0 0.0 0.0 0.07
H 1.277423 -1.604688 1.234739 0.0 -0.1 0.0 0.10
H 1.594502 -2.147000 -0.411601 0.0 0.0 0.0 0.11
H 1.573885 0.398631 -1.045788 0.0 0.0 0.0 0.01
H 2.960264 -0.210051 -0.107011 0.0 0.0 0.0 0.05
H -2.958288 -2.259351 -1.252068 0.0 0.0 0.1 0.10
H -1.819488 -3.549516 -1.614754 0.0 0.1 0.0 0.11
H -3.826674 -3.996653 0.612718 0.0 0.0 0.0 0.10
H -5.193349 -5.133337 -1.401363 -0.1 0.0 0.1 0.05
H -4.442821 -3.864523 -2.338834 0.0 0.0 0.0 0.08
H -5.454784 -3.436145 -0.959835 0.0 0.1 0.0 0.08
H -3.638303 -6.369549 -0.259632 0.0 0.0 0.0 0.09
H -2.370234 -5.821642 -1.349613 -0.1 0.0 0.0 0.09
H -2.141887 -5.738368 0.403643 0.1 0.0 0.0 0.05
H -1.480603 -1.247765 2.399482 0.1 -0.1 0.0 0.11
H -2.222581 -2.800838 2.708160 -0.1 0.0 0.0 0.10
H -3.560234 -0.411251 2.490662 0.0 0.0 -0.1 0.14
H -5.398404 -2.291695 1.309040 0.0 0.0 0.0 0.08
H -4.495305 -3.145294 2.566941 0.0 0.0 0.0 0.08
H -5.390469 -1.682315 2.959801 0.0 0.0 0.0 0.09
C -0.514774 2.936155 -5.902934 0.0 0.0 0.0 -0.10
C 0.856621 2.983266 -5.244020 0.0 0.0 0.0 -0.25
C 1.278292 1.627883 -4.660850 0.0 0.1 -0.1 -0.18
C 0.401239 1.206593 -3.567793 0.0 0.0 0.1 -0.21
N -0.275224 0.904563 -2.689390 0.0 -0.1 -0.1 0.17
H -1.294636 2.693142 -5.179318 0.0 0.0 0.0 0.07
H -0.761663 3.900013 -6.345336 0.0 0.0 0.0 0.08
H -0.543621 2.187439 -6.696816 0.0 0.0 0.0 0.08
H 0.868709 3.731946 -4.450414 0.0 0.0 0.0 0.11
H 1.615524 3.279004 -5.969089 0.0 0.0 0.0 0.11
H 2.297987 1.669297 -4.274584 0.0 0.0 0.0 0.12
H 1.253459 0.855607 -5.432458 0.0 0.0 0.0 0.12
C 4.023687 6.392749 3.517959 0.0 0.0 0.0 -0.11
C 2.829331 6.134865 2.610134 0.0 0.0 0.0 -0.25
C 3.196170 5.327857 1.360011 -0.1 0.0 0.1 -0.21
C 4.126748 6.043942 0.487335 0.0 0.0 0.0 -0.24
N 4.851644 6.610730 -0.198699 0.0 0.0 0.0 0.14
H 4.776001 6.998040 3.008312 0.0 0.0 0.0 0.07
H 3.711763 6.923236 4.415993 0.0 0.0 0.0 0.05
H 4.495084 5.455539 3.822888 0.0 0.0 0.0 0.08
H 2.383112 7.083247 2.306513 0.0 0.0 0.0 0.12
H 2.058838 5.582684 3.151567 0.0 0.0 0.0 0.11
H 2.304638 5.087317 0.778156 0.0 0.0 0.0 0.11
H 3.659200 4.380132 1.644770 0.0 0.0 0.0 0.10
C 6.576551 11.425064 6.034838 0.0 0.0 0.0 -0.11
C 7.081834 10.009609 6.278018 0.0 0.0 0.0 -0.26
C 6.281887 8.957339 5.501268 0.1 0.0 0.0 -0.20
C 4.887615 8.894851 5.941276 0.0 0.0 0.0 -0.25
N 3.796678 8.859228 6.296893 0.0 0.0 0.0 0.15
H 5.548594 11.541272 6.380901 0.0 0.0 0.0 0.07
H 7.191676 12.151570 6.564492 0.0 0.0 0.0 0.07
H 6.604981 11.673694 4.972238 0.0 0.0 0.0 0.08
H 7.040307 9.774206 7.342841 0.0 0.0 0.0 0.11
H 8.126374 9.924421 5.974287 0.0 0.0 0.0 0.11
H 6.719982 7.965430 5.622408 0.0 0.0 0.0 0.12
H 6.290428 9.186160 4.433261 0.0 0.0 0.0 0.12
C -5.345163 -5.562368 -6.771996 0.0 0.0 0.0 -0.11
C -3.896742 -5.723929 -6.331148 0.0 0.0 0.0 -0.26
C -3.672623 -6.990236 -5.495984 0.0 0.1 -0.1 -0.19
C -4.407939 -6.951708 -4.231100 0.0 -0.2 0.0 -0.22
N -4.994487 -6.934457 -3.244254 0.1 0.1 0.0 0.16
H -6.010226 -5.455227 -5.913810 0.0 0.0 0.0 0.07
H -5.463145 -4.679721 -7.399274 0.0 0.0 0.0 0.07
H -5.676680 -6.427993 -7.347746 0.0 0.0 0.0 0.08
H -3.582591 -4.852772 -5.751725 0.0 0.0 0.0 0.11
H -3.241342 -5.778439 -7.201595 0.0 0.0 0.0 0.11
H -2.614575 -7.130846 -5.270076 0.0 0.0 0.0 0.12
H -4.002070 -7.872378 -6.048490 0.0 0.0 0.0 0.12
```
Positions in Å, forces in eV/Å.



[2]
The following is a DFT calculation (ωB97M-V with the def2-TZVPD basis set) of a single C3H8N2O2 molecule.

Output
SMILES: NC(=O)NCCO
Frontier orbital gap: 10.49 eV
E_tot: -10316.5659 eV
ΔE to the lowest compared entry with this formula, charge and spin: 8.9 kcal/mol
Max |F|: 0.0083 hartree/bohr

Geometry as XYZ:
```
15
Properties=species:S:1:pos:R:3:forces:R:3:lowdin_charge:R:1
N 2.350473 0.992470 -0.242233 0.0 0.0 0.1 0.15
C 0.990160 0.836494 -0.066084 0.0 0.1 0.1 -0.58
O 0.345332 1.639616 0.595654 0.2 -0.2 0.0 0.05
N 0.481936 -0.284898 -0.681259 0.2 0.1 -0.1 0.04
C -0.864016 -0.811767 -0.471414 -0.3 0.0 -0.1 -0.16
C -1.396512 -0.695974 0.957906 0.0 -0.4 -0.1 -0.28
O -1.974115 0.542685 1.240892 0.0 0.2 0.0 -0.08
H 2.751849 1.633854 0.429837 0.0 0.0 -0.3 0.11
H 2.879470 0.143678 -0.379256 -0.1 0.1 0.0 0.10
H 0.846793 -0.441942 -1.611684 0.2 -0.2 0.3 0.14
H -0.810655 -1.872875 -0.745350 0.0 0.2 0.1 0.12
H -1.588971 -0.328062 -1.133692 0.0 0.0 0.0 0.12
H -0.602444 -0.968820 1.671412 0.0 0.1 -0.1 0.12
H -2.191451 -1.437898 1.073033 0.1 0.0 0.0 0.12
H -1.271210 1.196931 1.064174 -0.2 0.0 0.1 0.04
```
Positions in Å, forces in eV/Å.



[3]
The following is a DFT calculation (ωB97M-V with the def2-TZVPD basis set) of a molecular structure, C44H42CaN9O2Te in a non-equilibrium geometry.

Output
Multiplicity: 2
Frontier orbital gap (alpha / beta): 6.53 / 6.79 eV
E_tot: -89548.6326 eV
ΔE to the lowest compared entry with this formula, charge and spin: 1.7 kcal/mol
Max |F|: 0.0202 hartree/bohr

Geometry as XYZ:
```
99
Properties=species:S:1:pos:R:3:forces:R:3:lowdin_charge:R:1
Ca 0.233052 -0.181964 0.086052 -0.1 -0.6 -0.2 1.25
N -2.026045 3.618895 1.238108 0.0 0.0 0.1 0.04
C -1.595376 2.871647 0.219273 0.3 -0.2 -0.1 -0.11
N -0.802552 1.923069 0.678064 -0.4 0.4 0.3 0.05
C -0.804480 2.147444 2.018807 0.5 -0.6 0.7 -0.31
N -1.535775 3.163962 2.409257 -0.1 0.2 -0.2 0.14
C -0.078718 1.274997 2.997828 -0.5 0.6 -0.4 -0.19
C -0.157642 1.533294 4.360895 0.2 -0.2 0.2 -0.05
N 0.434902 0.741527 5.248845 -0.1 0.1 0.0 0.10
C 1.093784 -0.308895 4.775780 0.1 -0.2 -0.2 -0.10
C 1.177159 -0.571346 3.415190 0.0 0.2 0.1 -0.09
N 0.594797 0.230209 2.531068 0.0 0.0 -0.1 0.05
H -2.645758 4.410963 1.218351 0.0 0.0 0.0 0.16
H -1.854635 3.035984 -0.813724 0.0 0.0 0.0 0.14
H -0.704523 2.390393 4.729898 0.0 0.0 0.0 0.12
H 1.573278 -0.973549 5.484118 0.0 0.1 0.1 0.11
H 1.720830 -1.426048 3.031326 0.0 0.0 0.0 0.11
N -6.598258 -4.168292 0.661521 0.0 0.0 0.0 0.13
C -5.599011 -3.604178 0.585617 0.4 0.3 0.0 -0.20
C -4.338682 -2.891149 0.500011 -0.5 -0.3 0.1 -0.27
C -4.072196 -2.056946 -0.580812 0.1 0.0 0.0 -0.07
C -2.858522 -1.384619 -0.635257 0.1 0.1 -0.1 -0.17
C -1.848092 -1.482926 0.346035 -0.4 -0.4 0.2 -0.24
C -2.190536 -2.347921 1.407369 0.1 0.0 0.1 -0.18
C -3.389129 -3.042467 1.505585 0.0 0.1 -0.1 -0.07
H -4.813302 -1.945351 -1.362982 0.0 0.0 0.0 0.11
H -2.694126 -0.750522 -1.505215 0.0 0.0 0.0 0.07
H -1.487626 -2.504234 2.227019 0.0 0.0 0.0 0.07
H -3.600573 -3.693397 2.344997 0.0 0.0 0.0 0.11
N 3.688547 -6.320243 -2.230689 0.0 -0.1 0.0 0.18
C 4.185127 -5.442466 -1.330042 -0.1 0.2 0.2 -0.49
O 5.292093 -5.548945 -0.843233 0.0 -0.1 -0.1 0.07
C 3.286059 -4.283112 -0.936735 0.3 -0.3 -0.1 -0.11
C 3.886048 -3.237793 -0.256235 -0.1 0.1 0.0 0.02
C 3.105158 -2.160760 0.118735 0.0 0.0 -0.1 -0.10
N 1.796352 -2.096849 -0.136026 -0.1 0.0 0.0 -0.02
C 1.216248 -3.105565 -0.791721 0.3 -0.1 0.1 -0.10
C 1.930720 -4.218577 -1.210428 -0.3 0.1 0.0 0.00
H 4.267238 -7.101647 -2.486236 0.0 0.0 0.0 0.12
H 2.788712 -6.213465 -2.657585 0.0 0.0 0.0 0.09
H 4.942140 -3.267205 -0.037865 0.0 0.0 0.0 0.11
H 3.549750 -1.304429 0.614290 0.0 0.0 0.0 0.10
H 0.152548 -3.013169 -0.981263 0.0 0.0 0.0 0.11
H 1.397517 -5.009864 -1.719866 0.0 0.0 0.0 0.11
C 7.083759 7.532909 1.752887 0.0 0.0 0.0 -0.05
C 6.127857 6.436123 1.369209 0.0 0.0 0.0 -0.27
C 6.231994 5.788525 0.145949 0.0 0.0 -0.1 -0.02
C 5.363985 4.765357 -0.224159 0.1 0.1 0.1 -0.29
C 5.542421 4.134231 -1.578408 0.0 0.0 -0.1 -0.06
C 4.368015 4.363184 0.672543 0.0 -0.1 0.0 -0.35
Te 2.985373 2.728683 0.171688 -0.1 0.2 0.0 1.63
N 1.773561 1.296474 -0.949049 -0.1 -0.2 -0.5 -0.29
C 0.946194 1.316169 -1.957525 -0.1 -0.3 -0.1 -0.67
O 0.090523 0.352402 -2.105907 0.4 0.5 -0.2 -0.21
C 0.909430 2.386207 -3.008024 0.1 0.1 0.1 -0.17
C 1.091722 3.732982 -2.714679 0.0 0.1 -0.1 -0.07
C 1.050590 4.686897 -3.723845 0.0 0.0 0.0 -0.08
C 0.842737 4.297546 -5.039033 0.0 0.0 0.0 -0.09
C 0.654343 2.953007 -5.335874 0.0 0.0 0.0 -0.08
C 0.669797 2.004872 -4.324877 0.0 0.0 0.0 -0.02
C 4.511093 1.260921 0.139710 0.1 0.1 0.0 -0.36
C 4.906951 0.580439 -1.020812 0.2 0.0 0.1 -0.30
C 4.399691 0.827506 -2.415675 -0.1 0.1 0.0 -0.06
C 5.888004 -0.409288 -0.900148 0.0 0.1 0.0 -0.03
C 6.479794 -0.737658 0.305662 0.0 0.0 0.0 -0.28
C 7.527346 -1.815259 0.394985 0.0 0.0 0.0 -0.04
C 6.081701 -0.032553 1.435337 0.0 0.0 0.0 -0.02
C 5.115537 0.964671 1.374634 0.0 -0.1 0.0 -0.30
C 4.780091 1.694915 2.649370 0.0 0.0 0.0 -0.07
C 4.222150 5.021939 1.900358 0.1 0.1 0.0 -0.32
C 3.168130 4.700651 2.937058 -0.1 0.0 0.0 -0.09
C 5.110614 6.045996 2.226165 0.0 0.0 0.0 -0.03
H 7.766301 7.764655 0.936018 0.0 0.0 0.0 0.07
H 7.684934 7.248348 2.618409 0.0 0.0 0.0 0.08
H 6.554164 8.449873 2.016063 0.0 0.0 0.0 0.08
H 7.006675 6.093262 -0.550484 0.0 0.0 0.0 0.11
H 6.159079 4.769471 -2.213574 0.0 0.0 0.0 0.08
H 4.587191 3.984721 -2.085205 0.0 0.0 0.0 0.05
H 6.024315 3.155851 -1.508088 0.0 0.0 0.0 0.08
H 1.260793 4.047820 -1.693054 0.0 0.0 0.0 0.06
H 1.186121 5.732651 -3.478932 0.0 0.0 0.0 0.10
H 0.822243 5.037950 -5.827856 0.0 0.0 0.0 0.10
H 0.483998 2.645574 -6.359711 0.0 0.0 0.0 0.10
H 0.493577 0.958886 -4.536369 0.0 0.0 0.0 0.12
H 3.977104 1.818207 -2.554095 0.0 0.1 0.1 0.04
H 3.618296 0.113113 -2.674867 -0.1 -0.1 0.0 0.09
H 5.224216 0.700448 -3.119979 -0.1 0.0 0.0 0.09
H 6.203224 -0.930037 -1.798821 0.0 0.0 0.0 0.12
H 7.812693 -2.172136 -0.593675 0.0 0.0 0.0 0.08
H 7.173050 -2.678522 0.962923 0.0 0.0 0.0 0.08
H 8.424887 -1.451384 0.896808 0.0 0.0 0.0 0.08
H 6.541244 -0.254138 2.393007 0.0 0.0 0.0 0.12
H 5.241096 1.193148 3.499307 0.0 0.0 0.0 0.08
H 3.702571 1.748760 2.824698 0.0 -0.1 0.0 0.04
H 5.142348 2.725064 2.624885 0.0 -0.1 0.0 0.07
H 2.460168 3.937487 2.621917 0.0 0.0 0.0 0.00
H 2.597189 5.596831 3.185796 0.0 0.0 0.0 0.08
H 3.632555 4.348561 3.861127 0.0 0.0 0.0 0.08
H 4.997798 6.547701 3.182936 0.0 0.0 0.0 0.12
```
Positions in Å, forces in eV/Å.